Here is a molecular structure, C10H40BeN20O14S from OMol25. Energies are from ωB97M-V/def2-TZVPD.

The geometry in XYZ format:
```
86
Properties=species:S:1:pos:R:3:forces:R:3
Be 9.97360 15.25936 -8.77036 -4.0 3.5 -1.5
S 8.39614 17.46812 -7.43327 -0.9 -0.6 0.7
O 8.29236 17.57730 -5.96907 0.7 -0.5 -1.2
O 9.76211 17.51029 -7.98713 1.5 -1.2 0.2
O 7.94695 16.12210 -7.86902 0.8 -2.5 -0.2
O 7.58148 18.48012 -8.07224 -0.5 0.8 -0.5
C 7.89274 16.26729 -11.62305 2.1 0.6 1.5
O 8.68127 15.91946 -10.72120 -0.1 -1.1 0.1
N 7.03053 17.26173 -11.39237 -0.5 -0.4 -0.6
N 8.02421 15.85824 -12.89785 -0.5 -0.3 -0.9
H 6.50052 17.57408 -12.18790 -0.5 0.4 0.5
H 6.72398 17.40260 -10.44648 -0.2 0.0 -0.1
H 8.87626 15.46572 -13.25164 0.0 -0.2 0.3
H 7.23833 15.93690 -13.51936 0.2 0.1 -0.1
C 8.97339 21.70872 -7.51809 -0.9 1.1 0.1
O 9.11551 22.88639 -7.22973 0.6 -0.5 -0.3
N 8.82069 21.25577 -8.81367 0.4 0.1 0.5
N 8.75852 20.73003 -6.59382 0.0 0.0 -0.6
H 9.12493 21.87267 -9.54258 -0.3 -0.1 -0.1
H 8.52980 20.30087 -8.91923 0.0 0.0 -0.6
H 9.04879 20.93436 -5.65617 0.0 -0.3 0.0
H 8.64127 19.81365 -7.00236 0.2 0.1 1.0
C 12.27695 19.59086 -6.86469 1.5 1.2 0.8
O 13.13314 20.46885 -6.78577 -0.1 -0.1 -0.3
N 11.65214 19.16968 -5.72424 -0.5 -0.7 -0.7
N 12.00225 18.97113 -8.03404 -0.9 -1.1 -0.5
H 10.82706 18.59685 -5.77478 0.0 0.0 0.3
H 11.94113 19.57788 -4.85586 -0.1 0.1 0.0
H 12.46582 19.27481 -8.86876 0.2 0.4 0.3
H 11.21412 18.32216 -8.13537 0.7 0.7 0.2
C 11.43152 17.61568 -11.01483 0.8 0.3 0.6
O 11.01131 16.85139 -10.14759 0.2 -1.7 0.9
N 10.93007 18.86606 -11.07667 -0.5 0.0 -0.2
N 12.49626 17.35511 -11.82089 -1.0 0.2 -0.1
H 10.25331 19.10409 -10.36750 -0.1 0.0 -0.2
H 11.13769 19.52185 -11.80754 0.1 0.0 0.1
H 13.11088 16.59330 -11.60719 0.0 0.0 -0.2
H 12.67593 18.03620 -12.53543 0.6 -0.2 0.0
C 4.48743 19.71329 -9.79696 -0.5 0.4 -0.8
O 3.68432 20.39796 -10.42167 0.3 -0.3 0.2
N 4.16352 18.90585 -8.77217 -0.4 -0.6 0.4
N 5.80630 19.64242 -10.14665 -0.3 0.1 -0.2
H 3.18920 18.75922 -8.57600 0.1 0.2 0.2
H 4.86834 18.57164 -8.13839 -0.1 0.0 0.1
H 6.07932 20.31029 -10.84484 0.4 -0.1 0.2
H 6.41240 19.01791 -9.64340 0.4 0.7 0.0
C 5.41140 15.00521 -4.40419 -0.4 -0.3 0.4
O 4.58043 15.84317 -4.69940 0.5 -0.2 -0.1
N 6.68860 14.97382 -4.88727 -0.9 0.6 -0.6
N 5.10014 13.97885 -3.52629 0.1 -0.1 0.7
H 7.34330 14.27014 -4.60919 0.2 0.1 -0.1
H 6.79618 15.60682 -5.66668 0.8 -0.1 0.0
H 5.84612 13.34014 -3.29261 0.1 0.1 0.0
H 4.70864 14.36638 -2.67648 -0.5 -0.2 -0.1
C 8.71466 18.14526 -2.54470 1.8 0.7 2.1
O 8.95935 18.54406 -1.40737 -0.6 0.0 -0.4
N 8.77914 18.92125 -3.64846 -0.3 -1.2 -1.1
N 8.60203 16.81126 -2.80291 -0.5 -1.0 -1.1
H 8.74466 19.92047 -3.60250 -0.2 0.0 0.3
H 8.55195 18.38261 -4.49276 0.2 1.4 0.3
H 8.31669 16.49115 -3.71226 -0.1 0.1 0.0
H 8.70305 16.09442 -2.11206 0.0 0.5 0.5
C 7.84492 12.55836 -8.39291 -2.4 -0.6 2.3
O 8.44415 13.43720 -9.03014 2.3 0.8 -0.5
N 7.77604 11.25286 -8.70299 1.1 0.1 -1.7
N 7.06904 12.89231 -7.32486 1.6 1.0 -0.3
H 8.09386 11.03364 -9.63507 0.0 -0.3 0.2
H 7.27095 10.55503 -8.19142 -0.2 0.2 0.1
H 6.47299 12.28487 -6.79405 0.0 -0.1 -0.1
H 7.36422 13.77667 -6.93595 -0.8 0.1 0.2
C 4.75556 14.57332 -8.85520 -0.8 -0.4 -0.5
O 3.61873 14.11835 -8.78134 0.3 0.2 0.1
N 5.57672 14.18510 -9.88594 -0.3 -0.4 -0.2
N 5.29798 15.46614 -8.01977 0.3 0.6 0.5
H 6.54197 14.44745 -9.98594 0.0 -0.1 0.0
H 5.13618 13.45880 -10.42458 0.5 0.0 -0.3
H 6.28212 15.71215 -8.11039 -0.5 0.2 0.1
H 4.68885 15.97694 -7.39965 0.1 -0.2 0.1
C 5.01570 19.68096 -5.21135 -0.7 -1.0 1.2
O 4.01764 19.92272 -4.53507 0.1 0.5 -0.7
N 5.49394 20.49575 -6.17462 -0.4 0.3 0.3
N 5.68285 18.50481 -4.98681 0.3 -0.2 -0.4
H 6.33605 20.28674 -6.67923 0.1 0.4 0.0
H 5.00144 21.37312 -6.18408 0.5 0.2 -0.5
H 6.55232 18.29200 -5.45524 -0.3 0.0 -0.1
H 5.08885 17.72831 -4.71443 0.3 0.2 0.1
```
Positions in Å, forces in eV/Å.

The strongest force on any atom comes out at 5.5 eV/Å. As for the highest occupied orbital energy: -8.56 eV. Its HOMO-LUMO gap is 4.028 eV. For the energy above the lowest of the compared OMol25 structures with the same formula, charge and spin, the calculation gives 327.3 kJ/mol. As for the LUMO energy: -4.53 eV.

Löwdin population analysis, charges in e, atoms 1 to 4: 1.10, 0.30, -0.36, -0.37